{
  "formula": "C4H4OS",
  "method": "ωB97M-V/def2-TZVPD",
  "symbols": ["C", "C", "C", "C", "O", "S", "H", "H", "H", "H"],
  "xyz": [[0.66, -0.69, 0.56], [-0.12, 0.18, -0.09], [1.88, -0.61, -0.20], [-1.50, 0.58, -0.05], [3.01, -0.81, 0.03], [1.03, 0.62, -1.46], [0.63, -1.35, 1.47], [-1.56, 1.59, 0.39], [-2.21, 0.00, 0.46], [-1.81, 0.49, -1.11]],
  "relative_energy_kj_mol": 126.71,
  "e_homo_ev": -8.839,
  "energy_ev": -17093.832,
  "spin_multiplicity": 1,
  "lumo_ev": 0.037
}



{
  "formula": "C6H5NO3",
  "method": "ωB97M-V/def2-TZVPD",
  "symbols": ["C", "C", "C", "C", "C", "C", "O", "N", "O", "O", "H", "H", "H", "H", "H"],
  "xyz": [[0.35, -1.08, 2.15], [-0.05, -0.03, 1.47], [-0.10, -0.06, -0.42], [0.72, 0.43, -1.30], [0.19, 0.04, -2.55], [-0.92, -0.69, -2.21], [-1.11, -0.67, -0.91], [-0.18, 1.34, 2.07], [-0.09, 1.43, 3.25], [-0.28, 2.25, 1.31], [0.32, -1.15, 3.27], [0.49, -1.89, 1.48], [1.83, 0.86, -1.18], [0.58, 0.17, -3.55], [-1.76, -0.97, -2.87]],
  "smiles": "C=C(c1ccco1)[N+](=O)[O-]",
  "relative_energy_kj_mol": 690.36,
  "e_homo_ev": -9.261,
  "energy_ev": -13928.861,
  "spin_multiplicity": 1,
  "lumo_ev": -0.206
}



{
  "formula": "C48H45FN6O3Ta",
  "method": "ωB97M-V/def2-TZVPD",
  "symbols": ["Ta", "C", "C", "N", "C", "C", "C", "C", "C", "C", "C", "C", "C", "N", "C", "H", "H", "H", "H", "H", "H", "H", "H", "C", "C", "C", "C", "N", "C", "C", "C", "C", "C", "C", "N", "H", "H", "H", "H", "H", "H", "H", "H", "C", "C", "C", "C", "C", "C", "C", "F", "C", "C", "C", "O", "C", "C", "N", "C", "C", "O", "O", "H", "H", "H", "H", "H", "H", "H", "H", "H", "H", "H", "C", "C", "C", "C", "C", "C", "C", "C", "N", "C", "C", "C", "C", "H", "H", "H", "H", "H", "H", "H", "H", "H", "H", "H", "H", "H", "H", "H", "H", "H", "H"],
  "xyz": [[-0.69, -0.45, 0.44], [0.31, 3.97, -0.01], [-0.12, 2.66, -0.20], [-0.08, 1.76, 0.78], [0.42, 2.12, 1.97], [0.85, 3.42, 2.26], [0.78, 4.36, 1.22], [1.33, 3.71, 3.59], [1.39, 2.75, 4.53], [0.98, 1.40, 4.24], [1.03, 0.36, 5.18], [0.60, -0.90, 4.81], [0.14, -1.11, 3.52], [0.10, -0.15, 2.59], [0.50, 1.09, 2.96], [0.26, 4.67, -0.83], [-0.50, 2.33, -1.15], [1.11, 5.38, 1.40], [1.65, 4.72, 3.81], [1.76, 2.97, 5.52], [1.40, 0.55, 6.18], [0.61, -1.72, 5.51], [-0.21, -2.09, 3.22], [-4.06, -3.31, 1.51], [-3.48, -4.56, 1.42], [-2.11, -4.65, 1.22], [-1.36, -3.49, 1.12], [-1.93, -2.26, 1.17], [-3.26, -2.20, 1.35], [0.11, -3.51, 1.00], [0.86, -4.68, 1.09], [2.24, -4.60, 1.09], [2.84, -3.35, 1.00], [2.03, -2.24, 0.90], [0.69, -2.31, 0.88], [-5.12, -3.19, 1.66], [-4.08, -5.46, 1.51], [-1.64, -5.61, 1.14], [-3.71, -1.22, 1.35], [0.38, -5.64, 1.19], [2.84, -5.50, 1.16], [3.91, -3.23, 1.02], [2.46, -1.25, 0.83], [3.28, -2.76, -5.76], [3.65, -1.37, -5.28], [5.15, -1.19, -5.14], [5.47, 0.26, -4.79], [4.70, 0.69, -3.57], [5.15, 1.73, -2.79], [4.46, 2.11, -1.64], [4.93, 3.13, -0.93], [3.33, 1.46, -1.22], [2.85, 0.40, -2.00], [1.66, -0.30, -1.61], [1.08, 0.05, -0.49], [1.20, -1.32, -2.42], [1.90, -1.65, -3.58], [3.00, -1.02, -3.96], [3.52, 0.02, -3.18], [-0.02, -2.08, -2.08], [-0.30, -3.15, -2.52], [-0.83, -1.41, -1.23], [3.87, -2.98, -6.65], [2.24, -2.87, -6.05], [3.53, -3.52, -5.01], [3.26, -0.63, -5.99], [5.61, -1.46, -6.08], [5.53, -1.87, -4.37], [5.21, 0.91, -5.63], [6.54, 0.39, -4.61], [6.06, 2.26, -3.06], [2.83, 1.76, -0.32], [1.54, -2.45, -4.20], [-2.70, 1.25, 4.76], [-2.76, 1.73, 3.34], [-2.94, 3.06, 3.04], [-3.05, 3.52, 1.71], [-3.29, 4.97, 1.44], [-2.94, 2.60, 0.68], [-2.74, 1.24, 0.95], [-2.68, 0.82, 2.27], [-2.44, 0.30, -0.10], [-3.40, 0.19, -1.29], [-3.75, -1.27, -1.58], [-2.73, 0.84, -2.50], [-4.74, 0.88, -1.00], [-3.71, 1.18, 5.18], [-2.14, 1.93, 5.39], [-2.25, 0.26, 4.83], [-3.04, 3.78, 3.85], [-2.73, 5.60, 2.12], [-4.35, 5.20, 1.58], [-3.03, 5.24, 0.41], [-2.95, 2.96, -0.34], [-2.62, -0.23, 2.53], [-2.90, -1.93, -1.66], [-4.28, -1.30, -2.54], [-4.44, -1.65, -0.83], [-1.79, 0.34, -2.76], [-2.53, 1.90, -2.31], [-3.39, 0.78, -3.36], [-5.18, 0.54, -0.06], [-5.42, 0.61, -1.80], [-4.69, 1.97, -0.98]],
  "relative_energy_kj_mol": 14.33,
  "e_homo_ev": -15.788,
  "energy_ev": -69843.656,
  "spin_multiplicity": 1,
  "charge": 3,
  "lumo_ev": -8.573
}



{
  "formula": "C3HBrCl2FO2",
  "method": "ωB97M-V/def2-TZVPD",
  "symbols": ["C", "C", "C", "O", "O", "F", "Cl", "Cl", "Br", "H"],
  "xyz": [[-1.57, -0.17, 0.13], [1.29, 0.44, -0.16], [0.63, -0.20, 0.89], [-1.36, -0.85, -0.79], [-0.80, 0.13, 1.15], [1.33, 1.84, 0.07], [0.57, 0.34, -2.10], [-3.12, 0.66, 0.34], [0.81, -2.17, 0.88], [2.21, -0.02, -0.43]],
  "relative_energy_kj_mol": 93.58,
  "e_homo_ev": -3.943,
  "energy_ev": -105027.160,
  "spin_multiplicity": 1,
  "charge": -1,
  "lumo_ev": 3.284
}



{
  "formula": "C27H59N5O8",
  "method": "ωB97M-V/def2-TZVPD",
  "symbols": ["C", "N", "C", "C", "O", "H", "H", "H", "H", "H", "H", "H", "C", "N", "C", "C", "O", "H", "H", "H", "H", "H", "H", "H", "C", "N", "C", "C", "O", "H", "H", "H", "H", "H", "H", "H", "C", "N", "C", "C", "O", "H", "H", "H", "H", "H", "H", "H", "C", "N", "C", "C", "O", "H", "H", "H", "H", "H", "H", "H", "C", "C", "C", "O", "C", "H", "H", "H", "H", "H", "H", "H", "H", "C", "C", "C", "O", "C", "H", "H", "H", "H", "H", "H", "H", "H", "C", "C", "C", "O", "C", "H", "H", "H", "H", "H", "H", "H", "H"],
  "xyz": [[3.82, -4.17, -3.27], [4.68, -3.47, -2.38], [6.10, -3.29, -2.66], [4.16, -2.70, -1.34], [4.85, -2.05, -0.49], [4.15, -5.18, -3.35], [3.87, -3.71, -4.23], [2.78, -4.10, -2.91], [6.48, -2.46, -2.09], [6.58, -4.24, -2.42], [6.20, -3.04, -3.72], [3.06, -2.72, -1.25], [-2.79, -5.45, -2.11], [-1.75, -5.55, -1.14], [-1.20, -4.28, -0.61], [-1.24, -6.78, -0.84], [-1.70, -7.76, -1.39], [-2.38, -5.13, -3.09], [-3.56, -4.75, -1.77], [-3.32, -6.37, -2.25], [-1.90, -3.85, 0.13], [-0.21, -4.49, -0.14], [-1.17, -3.56, -1.45], [-0.40, -6.86, -0.16], [2.24, 1.23, -3.06], [0.83, 1.51, -3.44], [0.21, 0.62, -4.42], [0.02, 2.10, -2.57], [-1.18, 2.09, -2.64], [2.99, 1.37, -3.85], [2.35, 0.22, -2.71], [2.40, 1.97, -2.27], [-0.63, 1.16, -4.86], [0.97, 0.48, -5.18], [-0.20, -0.27, -3.91], [0.61, 2.54, -1.76], [6.05, 1.30, -0.01], [4.88, 2.02, 0.51], [4.47, 1.76, 1.92], [4.07, 2.74, -0.24], [2.99, 3.29, 0.16], [6.53, 1.77, -0.90], [5.79, 0.25, -0.33], [6.80, 1.27, 0.77], [3.95, 0.79, 1.97], [5.34, 1.79, 2.50], [3.88, 2.59, 2.27], [4.42, 2.80, -1.29], [1.91, 0.50, 0.43], [0.68, -0.27, 0.43], [-0.24, 0.02, 1.57], [0.28, -1.06, -0.57], [0.90, -1.41, -1.56], [1.66, 1.57, 0.68], [2.47, 0.41, -0.50], [2.54, 0.12, 1.23], [-1.06, -0.67, 1.54], [0.29, -0.14, 2.46], [-0.54, 1.08, 1.48], [-0.76, -1.40, -0.44], [-3.54, -0.27, 5.94], [-2.14, 0.04, 5.35], [-2.39, 1.11, 4.29], [-3.65, 1.70, 4.69], [-4.45, 0.65, 5.22], [-3.55, -0.17, 7.01], [-3.74, -1.34, 5.84], [-1.57, -0.77, 4.93], [-1.55, 0.53, 6.09], [-2.36, 0.71, 3.26], [-1.69, 1.86, 4.25], [-4.96, 0.15, 4.35], [-5.22, 1.12, 5.81], [-5.02, -0.27, -0.91], [-4.39, 1.12, -0.59], [-3.36, 0.84, 0.51], [-3.12, -0.61, 0.37], [-4.34, -1.19, 0.10], [-4.82, -0.57, -1.96], [-6.13, -0.21, -0.76], [-5.22, 1.78, -0.28], [-3.81, 1.56, -1.42], [-3.75, 1.11, 1.45], [-2.43, 1.35, 0.31], [-4.88, -1.48, 1.03], [-3.98, -2.14, -0.34], [-1.98, 5.37, -0.10], [-0.49, 5.57, 0.30], [-0.22, 4.20, 0.82], [-1.30, 3.78, 1.61], [-2.44, 4.45, 1.07], [-2.11, 4.97, -1.12], [-2.57, 6.30, -0.15], [-0.55, 6.36, 1.04], [0.13, 5.89, -0.54], [0.70, 4.14, 1.40], [-0.15, 3.47, 0.01], [-2.84, 5.03, 1.91], [-3.14, 3.67, 0.74]],
  "smiles": "CN(C)C=O.CN(C)C=O.CN(C)C=O.CN(C)C=O.CN(C)C=O.C1CCOC1.C1CCOC1.C1CCOC1",
  "relative_energy_kj_mol": 0.00,
  "e_homo_ev": -9.099,
  "energy_ev": -52783.704,
  "spin_multiplicity": 1,
  "lumo_ev": 0.481
}



{
  "formula": "C14H18B2O9SSn",
  "method": "ωB97M-V/def2-TZVPD",
  "symbols": ["Sn", "B", "H", "H", "H", "H", "B", "H", "H", "H", "H", "C", "C", "C", "O", "C", "C", "C", "O", "O", "O", "H", "H", "C", "C", "C", "O", "C", "C", "C", "O", "O", "O", "H", "H", "C", "S", "O", "C", "H", "H", "H", "H", "H", "H"],
  "xyz": [[0.24, 0.75, 1.38], [2.98, -0.27, 1.89], [4.03, -0.75, 1.91], [2.13, -0.89, 2.37], [2.91, 0.76, 2.42], [2.75, 0.03, 0.79], [-2.55, 1.89, 0.61], [-2.42, 1.24, -0.33], [-2.87, 1.18, 1.47], [-1.56, 2.48, 0.79], [-3.44, 2.58, 0.36], [3.57, 4.68, 0.37], [2.42, 3.80, 0.36], [1.55, 3.80, -0.96], [0.61, 3.01, -1.02], [1.89, 4.66, -2.04], [3.05, 5.42, -1.98], [3.95, 5.34, -0.78], [5.12, 5.87, -0.76], [3.36, 6.11, -3.01], [2.04, 3.02, 1.23], [4.26, 4.61, 1.20], [1.30, 4.69, -2.94], [-2.40, -2.98, -2.20], [-1.47, -3.99, -2.03], [-0.02, -3.63, -1.83], [0.91, -4.51, -1.97], [0.44, -2.33, -1.58], [-0.46, -1.25, -1.65], [-1.96, -1.58, -2.10], [-2.75, -0.65, -2.29], [-0.24, -0.04, -1.40], [-1.95, -5.19, -2.15], [-3.44, -3.25, -2.20], [1.50, -2.16, -1.55], [-1.83, -3.56, 3.17], [-2.79, -2.30, 2.25], [-1.75, -1.25, 1.96], [-3.01, -3.34, 0.74], [-0.80, -3.51, 2.83], [-2.11, -4.60, 3.03], [-1.90, -3.40, 4.25], [-3.18, -4.38, 1.01], [-2.18, -3.09, 0.09], [-3.94, -3.01, 0.27]],
  "relative_energy_kj_mol": 0.00,
  "e_homo_ev": 3.232,
  "energy_ev": -51243.311,
  "spin_multiplicity": 1,
  "charge": -4,
  "lumo_ev": 6.850
}



{
  "formula": "C23H40Cl2N4O7PbSi2Te",
  "method": "ωB97M-V/def2-TZVPD",
  "symbols": ["Pb", "N", "C", "C", "O", "N", "C", "C", "O", "O", "H", "H", "H", "H", "H", "H", "C", "C", "N", "O", "H", "H", "H", "H", "H", "O", "C", "N", "C", "Si", "C", "C", "C", "Te", "C", "Si", "C", "C", "C", "H", "H", "H", "H", "H", "H", "H", "H", "H", "H", "H", "H", "H", "H", "H", "H", "H", "H", "H", "H", "H", "H", "O", "C", "O", "C", "C", "C", "C", "C", "C", "H", "H", "H", "H", "H", "Cl", "C", "Cl", "H", "H"],
  "xyz": [[-2.68, -0.15, 0.36], [-1.82, -0.35, 3.13], [-0.72, 0.53, 3.44], [0.23, 0.55, 2.19], [0.08, -0.28, 1.25], [1.19, 1.45, 2.10], [1.48, 2.64, 2.81], [1.82, 3.72, 1.81], [2.54, 3.30, 0.72], [1.27, 4.84, 1.81], [-2.51, -0.24, 3.88], [-1.58, -1.33, 3.03], [-0.07, 0.30, 4.29], [-1.19, 1.53, 3.58], [2.40, 2.49, 3.43], [0.66, 2.96, 3.47], [-7.53, -0.34, 1.07], [-6.23, 0.50, 0.81], [-6.38, 1.65, 0.10], [-5.11, 0.20, 1.29], [-7.69, -1.03, 0.19], [-8.41, 0.35, 1.15], [-7.36, -0.89, 2.01], [-7.26, 2.17, 0.24], [-5.59, 2.28, 0.15], [-0.90, 0.26, -3.78], [-1.67, 0.28, -2.91], [-2.42, 0.37, -1.98], [1.06, 3.72, -4.04], [1.51, 3.85, -2.22], [0.01, 3.73, -1.22], [2.53, 5.44, -1.85], [2.71, 2.42, -1.91], [2.12, 1.43, -0.03], [4.25, 1.09, 0.59], [5.28, -0.49, 0.47], [4.06, -1.91, 0.79], [6.07, -0.68, -1.28], [6.56, -0.17, 1.78], [0.52, 4.56, -4.42], [0.35, 2.81, -4.17], [1.96, 3.59, -4.63], [-0.72, 4.53, -1.41], [0.18, 3.80, -0.14], [-0.50, 2.77, -1.35], [1.93, 6.00, -1.10], [2.68, 6.06, -2.72], [3.50, 5.27, -1.34], [3.77, 2.73, -1.79], [2.62, 1.70, -2.72], [4.25, 1.44, 1.63], [4.76, 1.82, -0.02], [3.99, -2.48, -0.17], [3.10, -1.45, 0.95], [4.35, -2.63, 1.59], [7.01, -0.12, -1.36], [5.47, -0.25, -2.11], [6.20, -1.72, -1.58], [6.14, 0.09, 2.81], [7.25, 0.64, 1.56], [7.15, -1.10, 1.86], [-3.41, -2.41, 1.91], [-3.43, -2.95, 0.80], [-3.24, -2.27, -0.30], [-3.58, -4.43, 0.63], [-3.61, -5.13, 1.85], [-3.57, -6.55, 1.82], [-3.53, -7.18, 0.58], [-3.64, -6.46, -0.60], [-3.65, -5.10, -0.62], [-3.65, -4.50, 2.78], [-3.75, -6.97, 2.80], [-3.49, -8.28, 0.44], [-3.94, -7.05, -1.46], [-3.69, -4.45, -1.50], [-0.36, -3.17, -3.07], [0.67, -1.94, -3.84], [2.20, -2.65, -4.54], [0.97, -1.22, -3.10], [0.05, -1.57, -4.68]],
  "relative_energy_kj_mol": 2.80,
  "e_homo_ev": -8.495,
  "energy_ev": -98135.287,
  "spin_multiplicity": 1,
  "lumo_ev": -0.703
}



{
  "formula": "C6H9N",
  "method": "ωB97M-V/def2-TZVPD",
  "symbols": ["C", "C", "C", "C", "C", "C", "N", "H", "H", "H", "H", "H", "H", "H", "H", "H"],
  "xyz": [[-0.78, -0.19, 3.34], [-0.72, -0.10, 1.88], [-0.64, 0.23, 0.73], [-0.59, 0.66, -0.67], [0.71, 0.33, -1.36], [0.89, -0.94, -2.08], [0.65, 0.30, -2.81], [-0.13, -0.98, 3.74], [-1.80, -0.39, 3.68], [-0.48, 0.76, 3.78], [-0.76, 1.75, -0.70], [-1.41, 0.20, -1.23], [1.60, 0.76, -0.89], [0.07, -1.66, -2.10], [1.88, -1.39, -2.10], [1.51, 0.65, -3.22]],
  "smiles": "CC#CC[C@H]1CN1",
  "relative_energy_kj_mol": 275.52,
  "e_homo_ev": -9.367,
  "energy_ev": -7855.304,
  "spin_multiplicity": 1,
  "lumo_ev": 1.038
}